The following is a DFT calculation (ωB97M-V/def2-TZVPD) of a single C23H35N3O5 molecule.

Last column: Löwdin charge in e.
CARTESIAN COORDINATES (ANGSTROEM)
C 2.72980 4.68936 0.37630  -0.08
O 1.67164 4.49272 -0.52579  -0.10
C 0.83624 3.42206 -0.33534  -0.21
C 0.91190 2.57223 0.76151  -0.03
C 0.03124 1.51550 0.91829  -0.04
C -0.96892 1.28944 -0.01178  -0.22
C -1.89338 0.10702 0.10032  -0.13
N -2.03649 -0.32866 1.47781  -0.13
C -2.91201 0.51331 2.25767  -0.15
C -4.35517 -0.00612 2.22566  -0.15
N -4.33640 -1.31481 2.83167  0.07
C -3.27792 -2.14193 2.71002  -0.44
O -3.17767 -3.15859 3.36996  0.06
C -2.28016 -1.76009 1.62026  -0.20
C -0.95203 -2.49291 1.85381  -0.03
C -0.28452 -2.92095 0.56262  -0.44
O -0.82888 -2.81893 -0.52592  0.03
N 0.95588 -3.44418 0.69186  -0.10
C 1.63125 -3.57842 1.95980  -0.04
C 1.68598 -3.84112 -0.49528  -0.15
C 2.82399 -2.87676 -0.84252  -0.14
C 2.35361 -1.46062 -1.18952  -0.32
C 3.55526 -0.51953 -1.31478  -0.13
C 3.08346 0.87500 -1.72619  -0.21
O 2.38045 0.85345 -2.94471  -0.13
C 1.23415 0.03207 -2.86472  -0.19
C 1.57094 -1.41470 -2.50383  -0.12
C -1.04978 2.13570 -1.10797  0.03
C -0.15771 3.18230 -1.30338  -0.20
O -0.35376 3.92249 -2.43380  -0.07
C 0.77971 4.38941 -3.13922  -0.07
H 3.27473 5.55513 0.00225  0.10
H 2.36618 4.90384 1.38686  0.10
H 3.40189 3.82507 0.40512  0.09
H 1.66858 2.73043 1.51405  0.10
H 0.11739 0.86420 1.77326  0.11
H -1.45998 -0.71933 -0.47031  0.11
H -2.86208 0.35211 -0.36573  0.13
H -2.57014 0.50678 3.30006  0.13
H -2.84793 1.53314 1.87725  0.13
H -4.70399 -0.06797 1.18684  0.12
H -5.02913 0.64724 2.78127  0.12
H -5.02192 -1.55618 3.53122  0.15
H -2.72511 -2.16541 0.69528  0.17
H -1.16442 -3.38221 2.45505  0.12
H -0.28735 -1.84083 2.42047  0.13
H 2.50644 -4.21094 1.82424  0.09
H 1.96215 -2.61050 2.34776  0.10
H 0.98229 -4.04636 2.70077  0.09
H 2.09487 -4.84493 -0.33737  0.12
H 0.96528 -3.88376 -1.31249  0.11
H 3.37210 -3.29151 -1.69096  0.12
H 3.51556 -2.82067 0.00225  0.11
H 1.70330 -1.09137 -0.38753  0.14
H 4.09590 -0.45374 -0.36861  0.12
H 4.23688 -0.90303 -2.07707  0.13
H 3.93342 1.54399 -1.88511  0.13
H 2.44007 1.28907 -0.93328  0.11
H 0.76571 0.08724 -3.84944  0.13
H 0.54059 0.44197 -2.11598  0.11
H 0.63869 -1.97078 -2.41130  0.11
H 2.17291 -1.85587 -3.30135  0.13
H -1.80644 1.98470 -1.86304  0.13
H 1.23491 5.25343 -2.65113  0.08
H 0.40829 4.67848 -4.12204  0.09
H 1.52495 3.59681 -3.25032  0.09

Results
E_tot (hartree): -1437.88588
Strongest force on any atom (eV Å⁻¹): 0.72
LUMO energy (eV): 0.64
Frontier orbital gap (eV): 8.72